Here is one molecule with the formula C9H11NO in a non-equilibrium geometry from the OMol25 dataset. Energies are from wB97M-V/def2-TZVPD.

Structure (XYZ):
```
22
Properties=species:S:1:pos:R:3:forces:R:3:mulliken_charge:R:1
N -1.84339 1.63113 -0.33161 -2.47 2.24 -0.22 -0.638
C -1.44392 0.40295 0.23792 3.10 -0.47 0.53 0.536
C -1.96051 -0.96425 -0.12357 3.15 -0.80 1.90 -1.013
C -0.68575 -1.94079 0.24243 -0.62 1.01 -2.86 -0.883
C 0.55135 -1.05248 -0.08160 -2.81 0.97 0.96 0.418
C 1.88790 -1.36089 -0.07464 -1.11 2.39 -0.55 -0.925
C 2.78248 -0.31818 -0.14714 1.65 1.11 1.14 -0.306
C 2.39612 1.03883 -0.02088 -0.32 -1.96 -1.78 -0.828
C 1.03336 1.30876 -0.02959 -0.05 0.28 1.99 0.228
O 0.58889 2.53627 0.36515 0.21 0.14 -1.26 -0.619
C 0.09276 0.29090 -0.03707 0.22 -2.22 -0.09 0.142
H -1.69847 1.84513 -1.32779 -0.47 -0.76 0.69 0.261
H -2.72277 2.03537 0.07721 1.29 -0.58 -1.06 0.211
H -1.56109 0.48142 1.32552 0.04 0.36 0.05 0.189
H -1.95311 -1.06292 -1.13142 -0.83 -0.15 -3.32 0.381
H -2.86840 -1.19729 0.35496 -1.10 -0.58 0.41 0.356
H -0.71640 -2.18601 1.24745 0.12 -0.51 2.15 0.358
H -0.71492 -2.88812 -0.34465 -0.07 0.68 0.37 0.386
H 2.20727 -2.31262 0.03717 1.01 -2.97 0.14 0.556
H 3.86668 -0.57260 -0.05036 -0.94 0.37 -0.44 0.290
H 3.08912 1.82652 -0.20663 0.48 0.49 0.51 0.408
H -0.32720 2.45886 0.01914 -0.50 0.95 0.73 0.494
```
Forces are in eV/Å.

* E_tot: -13048.047 eV
* F_max: 3.8 eV/A
* SMILES string: N[C@H]1CCc2cccc(O)c21
* E_LUMO: 0.03102 hartree
* energy relative to the best compared isomer or geometry (same formula, charge and spin): 23.68 kcal per mole

Here is one molecule with the formula C9H11NO2 in a non-equilibrium geometry from the OMol25 dataset. Energies are from wB97M-V/def2-TZVPD.

Structure (XYZ):
```
23
Properties=species:S:1:pos:R:3:forces:R:3:mulliken_charge:R:1
C 2.19362 0.46067 -2.01926 -1.07 -3.39 3.86 -0.900
C 0.89859 0.50371 -1.58118 0.19 0.70 0.83 0.062
C -0.04176 1.31688 -2.42960 -0.43 0.02 -1.77 -0.243
N -0.94502 0.65623 -3.10087 0.90 3.19 -0.09 -0.567
C -1.12606 -0.64476 -2.83720 1.16 -0.99 3.01 -0.326
C -0.76340 -1.13877 -1.61768 -1.53 -1.49 -0.18 -0.713
C -0.06160 -0.34787 -0.61765 1.23 0.48 -1.25 0.548
C -0.53282 -0.41118 0.68622 1.44 1.04 0.31 0.732
O -0.09530 0.24106 1.81037 -1.14 -1.60 -1.58 -0.420
C 1.02745 1.08480 1.61579 -0.90 -1.91 1.09 -0.422
O -1.52913 -1.23030 0.97304 -1.95 -0.46 0.97 -0.365
C -2.02669 -1.26979 2.37970 2.12 3.62 -0.53 -0.728
H 2.99200 -0.29239 -1.64661 -1.59 1.37 -0.33 0.221
H 2.52165 1.07972 -2.76346 0.50 1.61 -1.90 0.382
H 0.10752 2.41448 -2.74184 -0.09 -1.70 0.89 0.376
H -1.63924 -1.22625 -3.52427 -0.90 -0.96 -1.23 0.507
H -1.13920 -2.13546 -1.30732 0.27 0.65 -0.34 0.278
H 0.58530 1.99613 1.80825 0.19 2.60 -0.01 0.260
H 1.37304 0.85781 0.66543 1.17 0.57 -1.67 0.118
H 1.70259 0.74565 2.36157 1.00 0.30 0.65 0.257
H -2.50582 -2.12777 2.62183 -1.97 -2.71 -0.45 0.386
H -2.60941 -0.35491 2.76959 0.94 -1.26 -1.25 0.238
H -1.11075 -1.35237 2.91690 0.46 0.32 0.98 0.319
```
Forces are in eV/Å.

* E_tot: -15091.194 eV
* F_max: 5.2 eV/A
* SMILES string: C=c1cnccc1=C(OC)OC
* E_LUMO: 0.01864 hartree
* energy relative to the best compared isomer or geometry (same formula, charge and spin): 138.15 kcal per mole

Here is one molecule with the formula C9H11NO3 in a non-equilibrium geometry from the OMol25 dataset. Energies are from wB97M-V/def2-TZVPD.

Structure (XYZ):
```
24
Properties=species:S:1:pos:R:3:forces:R:3:mulliken_charge:R:1
N 2.61227 -0.30342 0.84634 -1.91 0.70 0.60 -0.713
C 2.42014 -0.28443 -0.56736 -3.50 -0.01 -1.63 0.075
C 1.10216 -1.25352 -0.85072 1.60 1.38 -2.05 -1.230
C -0.16867 -0.83377 -0.20738 -0.03 0.52 0.25 0.349
C -0.46597 -1.43014 1.00687 -2.20 0.19 -0.18 -0.450
C -1.70556 -1.13760 1.65299 2.12 1.61 -4.50 -0.926
C -2.56348 -0.26775 0.97602 1.10 -0.27 0.12 0.731
O -3.69956 0.09091 1.59704 -1.07 0.61 1.30 -0.564
C -2.26276 0.34166 -0.25746 -0.40 0.34 0.47 -0.852
C -1.02238 0.12976 -0.78701 0.10 -2.02 2.02 -0.333
C 1.83577 1.07454 -1.16653 1.50 0.68 -0.38 0.323
O 1.88559 1.46179 -2.33218 -0.41 -0.95 2.38 -0.605
O 1.28895 1.82923 -0.14286 -0.49 1.76 -2.30 -0.460
H 1.86518 0.32076 1.25352 0.71 -1.29 -0.41 0.310
H 3.40736 0.21359 1.07347 1.95 0.77 0.45 0.294
H 3.27447 -0.60346 -1.18367 -0.36 0.08 0.42 0.481
H 1.27334 -2.19456 -0.44421 1.05 -1.68 0.74 0.523
H 1.04574 -1.43994 -1.96043 -0.22 0.58 0.96 0.371
H 0.14077 -2.25048 1.32594 0.44 -0.11 0.53 0.373
H -1.99352 -1.57396 2.51496 -0.85 -1.37 2.78 0.553
H -3.47385 0.14674 2.54906 -0.60 -0.13 -0.78 0.322
H -2.97524 1.04346 -0.70946 0.31 -0.29 0.37 0.379
H -0.58402 0.68262 -1.53203 0.19 1.14 -2.24 0.677
H 0.91851 2.69125 -0.58392 0.96 -2.25 1.07 0.371
```
Forces are in eV/Å.

* E_tot: -17143.204 eV
* F_max: 5.2 eV/A
* SMILES string: N[C@@H](Cc1ccc(O)cc1)C(=O)O
* E_LUMO: 0.02168 hartree
* energy relative to the best compared isomer or geometry (same formula, charge and spin): 35.90 kcal per mole

Here is one molecule with the formula C9H11NO3 in a non-equilibrium geometry from the OMol25 dataset. Energies are from wB97M-V/def2-TZVPD.

Structure (XYZ):
```
24
Properties=species:S:1:pos:R:3:forces:R:3:mulliken_charge:R:1
N -1.32528 -1.64202 -1.11423 0.17 -1.19 0.75 -0.743
C -0.85662 -0.41025 -1.63871 1.07 0.90 -0.95 0.552
C 0.47104 0.16627 -1.08333 1.31 -0.85 -1.27 -0.974
C 0.61012 0.41940 0.39058 0.11 -2.15 0.73 0.158
C -0.31900 1.17671 1.05640 -0.76 0.90 -2.10 -0.413
C -0.26069 1.43132 2.38210 -0.46 1.24 2.35 -0.449
C 0.75283 0.85103 3.15729 -0.39 -0.88 -0.88 0.983
O 0.86388 0.98099 4.49274 -1.09 1.51 1.15 -0.555
C 1.61678 -0.08599 2.56855 -0.74 0.40 0.14 -0.654
C 1.50632 -0.32527 1.20768 -0.81 1.84 -0.06 -0.523
C -0.76285 -0.55974 -3.17826 1.12 0.79 -0.53 0.146
O -0.10264 0.13349 -3.91511 -0.17 0.07 0.72 -0.589
O -1.50485 -1.52916 -3.66547 -0.62 -0.79 0.05 -0.497
H -0.52570 -2.27416 -1.03823 -0.33 -0.03 0.19 0.231
H -1.71388 -1.52752 -0.18721 -0.01 -0.08 0.04 0.271
H -1.64359 0.31116 -1.57497 -0.63 0.69 0.50 0.325
H 0.64612 1.09202 -1.64780 0.07 -0.20 0.10 0.337
H 1.30172 -0.55477 -1.42858 -1.07 1.03 0.52 0.373
H -1.10727 1.63202 0.43304 0.31 -0.04 0.53 0.292
H -1.02235 2.14341 2.82124 1.00 -0.99 -0.27 0.193
H 0.19402 1.64252 4.82239 1.06 -1.04 -0.50 0.293
H 2.26128 -0.63691 3.25162 0.08 0.08 -0.42 0.393
H 2.14811 -1.00906 0.75131 0.98 -1.10 -0.69 0.417
H -1.86017 -1.98797 -2.87430 -0.20 -0.11 -0.09 0.433
```
Forces are in eV/Å.

* E_tot: -17144.210 eV
* F_max: 2.7 eV/A
* SMILES string: N[C@@H](Cc1ccc(O)cc1)C(=O)O
* E_LUMO: 0.01930 hartree
* energy relative to the best compared isomer or geometry (same formula, charge and spin): 12.70 kcal per mole

Here is a 2-piece molecular cluster, C9H11NO3S overall from the OMol25 dataset. Energies are from wB97M-V/def2-TZVPD.

Structure (XYZ):
```
25
Properties=species:S:1:pos:R:3:forces:R:3:mulliken_charge:R:1
C 1.40449 0.24043 1.69503 -0.28 -0.37 -0.36 -1.085
C 0.96881 -0.73850 0.87859 0.09 0.40 0.39 1.233
C 1.83815 -1.81269 0.46587 0.10 -0.53 -0.34 -0.605
C 1.40087 -2.79970 -0.34202 0.68 0.25 0.40 -0.567
C 0.04375 -2.81526 -0.78943 -0.50 0.37 0.07 -0.669
C -0.82611 -1.83974 -0.44713 0.09 -0.71 -0.44 -0.596
C -0.41656 -0.73449 0.37145 0.08 -0.09 -0.06 0.750
N -1.17598 0.26368 0.66748 -0.50 0.53 0.02 -0.456
S -2.72297 0.31207 0.13388 -0.16 0.44 0.03 1.239
O -3.45035 -0.84036 0.55249 0.06 -0.21 -0.17 -0.601
O -3.26072 1.59968 0.42729 0.16 0.21 0.01 -0.675
O -2.55822 0.27325 -1.48064 0.20 -0.54 0.59 -0.516
H 0.73885 1.03124 1.98747 -0.13 0.18 0.09 0.400
H 2.41600 0.25314 2.06668 0.16 -0.05 0.02 0.309
H 2.85455 -1.79152 0.83137 0.10 -0.05 -0.01 0.346
H 2.05820 -3.59593 -0.65673 0.10 -0.03 0.04 0.386
H -0.27310 -3.63898 -1.41327 -0.14 0.00 -0.05 0.379
H -1.85235 -1.85595 -0.77267 0.06 -0.27 -0.12 0.379
H -3.00109 1.05181 -1.82299 -0.18 0.41 -0.11 0.345
C 0.37472 2.72882 -0.61308 -0.23 -0.06 -0.12 -0.397
C 1.56050 3.08882 -0.16647 0.27 0.06 0.08 -0.556
H -0.52695 2.83576 -0.03426 -0.13 0.09 0.18 0.206
H 0.25226 2.29165 -1.59115 0.02 -0.09 -0.20 0.213
H 1.69851 3.52640 0.80911 -0.05 0.10 0.19 0.287
H 2.45477 2.96636 -0.75687 0.12 -0.04 -0.14 0.251
```
Forces are in eV/Å.

* E_tot: -27976.531 eV
* F_max: 0.8 eV/A
* SMILES string: C=C1C=CC=C/C1=N\S(=O)(=O)O.C=C
* E_LUMO (spin up / spin down): -0.05420 / -0.05417 hartree
* energy relative to the best compared isomer or geometry (same formula, charge and spin): 77.63 kcal per mole

Here is one molecule with the formula C9H11NO5 from the OMol25 dataset. Energies are from wB97M-V/def2-TZVPD.

Structure (XYZ):
```
26
Properties=species:S:1:pos:R:3:forces:R:3:mulliken_charge:R:1
N -2.80399 -0.58701 1.13969 0.04 0.09 0.40 -0.720
C -2.32977 0.37016 0.14321 0.19 0.07 -0.19 0.205
C -2.04445 -0.36255 -1.17959 -0.31 0.25 0.46 0.214
O -1.52226 0.18207 -2.11392 0.04 0.03 -0.19 -0.582
O -2.45176 -1.62239 -1.18755 -0.05 -0.42 -0.30 -0.531
C -1.08877 1.23032 0.51356 -0.26 -0.30 0.13 -0.348
O -1.13821 2.42199 -0.22285 0.03 0.37 -0.18 -0.651
C 0.23252 0.50181 0.31140 0.08 0.12 0.09 0.552
C 0.38775 -0.86286 0.50270 0.00 0.11 0.06 -0.512
C 1.61528 -1.46752 0.28197 0.14 0.05 -0.03 -1.028
C 2.70146 -0.72124 -0.12943 -0.16 0.05 0.04 1.385
O 3.94175 -1.26138 -0.37194 -0.05 0.14 -0.01 -0.604
C 2.56169 0.66035 -0.31390 -0.09 -0.44 0.11 0.228
O 3.61737 1.41157 -0.70960 0.16 -0.01 -0.05 -0.601
C 1.33179 1.25270 -0.08867 0.24 -0.07 0.01 -0.903
H -3.56734 -0.20467 1.68363 0.05 -0.05 -0.03 0.256
H -2.06582 -0.83485 1.78872 -0.10 0.01 0.03 0.185
H -3.13605 1.08062 -0.07874 0.17 -0.12 0.08 0.563
H -2.84088 -1.80232 -0.29961 0.11 0.23 -0.15 0.432
H -1.17692 1.53531 1.56730 -0.08 -0.11 -0.18 0.459
H -1.03119 2.18390 -1.15625 -0.05 -0.07 0.00 0.461
H -0.43036 -1.49182 0.81268 -0.11 -0.10 -0.02 0.180
H 1.72205 -2.53396 0.42644 0.03 -0.11 0.00 0.262
H 3.90482 -2.21527 -0.24478 0.03 0.07 -0.03 0.281
H 4.37219 0.82059 -0.83839 -0.03 0.09 0.00 0.310
H 1.23912 2.31648 -0.23606 0.00 0.11 -0.03 0.506
```
Forces are in eV/Å.

* E_tot: -21239.491 eV
* F_max: 0.6 eV/A
* SMILES string: N[C@H](C(=O)O)[C@H](O)c1ccc(O)c(O)c1
* E_LUMO: 0.02075 hartree
* energy relative to the best compared isomer or geometry (same formula, charge and spin): 0.00 kcal per mole